Entry 1:
Computed, not measured: C17H20FN4OPS as an isolated structure, with ωB97M-V with the def2-TZVPD basis set.

Structure (XYZ):
```
45
Properties=species:S:1:pos:R:3:forces:R:3
C 3.766 -1.930 -1.624 -0.05 0.29 1.08
C 3.213 -1.745 -0.145 0.17 -0.95 0.46
C 1.686 -2.061 0.023 0.32 0.95 -0.02
F 1.418 -2.067 1.446 0.22 -0.10 -1.21
C 0.725 -0.988 -0.584 -2.86 0.38 -0.77
C 1.148 0.396 -1.029 -3.16 -0.14 -0.41
C 0.119 1.303 -1.537 0.12 -1.35 -0.06
P 0.562 3.051 -2.064 1.89 0.05 2.88
O 1.714 3.491 -1.177 -1.14 -0.44 -1.48
C -1.322 0.903 -1.631 -0.33 -1.21 0.50
N -2.392 1.676 -2.062 0.76 -2.61 1.06
S -3.724 0.701 -1.891 1.21 -0.52 0.24
N -3.128 -0.731 -1.286 2.45 2.52 -0.56
C -1.767 -0.483 -1.188 1.43 0.70 0.13
C -0.690 -1.386 -0.676 1.42 0.92 -0.17
H 3.106 -2.663 -2.160 0.69 0.85 0.20
H 3.806 -0.916 -2.105 -0.09 -1.23 0.02
H 4.807 -2.363 -1.545 -1.19 0.60 -0.31
H 3.443 -0.743 0.315 -0.26 -0.90 -0.64
H 3.762 -2.504 0.497 -0.79 0.84 -0.57
H 1.435 -3.093 -0.362 0.21 1.15 0.47
H 2.210 0.726 -0.956 -1.14 -0.19 -0.10
H -0.597 3.853 -1.775 0.26 -0.67 -0.76
H 0.889 3.118 -3.458 -0.65 -0.22 0.42
H -0.990 -2.417 -0.334 0.42 1.24 -0.41
N 2.715 -3.768 3.476 0.10 -0.07 0.11
C 1.598 -4.558 3.457 -0.03 0.00 -0.09
C 1.823 -5.629 4.284 -0.13 0.03 -0.08
C 3.123 -5.476 4.829 0.16 0.04 0.06
C 3.647 -4.317 4.314 0.02 0.02 -0.04
H 2.831 -2.914 2.956 -0.16 -0.08 0.04
H 0.744 -4.291 2.856 0.05 -0.01 0.05
H 1.129 -6.432 4.478 0.03 0.06 -0.01
H 3.619 -6.140 5.520 -0.03 0.05 -0.04
H 4.601 -3.839 4.470 -0.05 -0.05 0.01
N -4.404 4.404 -1.446 -0.04 0.06 0.04
C -4.464 5.366 -2.417 0.00 -0.03 -0.07
C -5.144 6.442 -1.906 0.07 -0.01 -0.14
C -5.504 6.119 -0.572 -0.01 -0.08 0.14
C -5.032 4.857 -0.317 -0.03 -0.05 0.02
H -3.967 3.504 -1.547 0.10 0.17 0.01
H -4.020 5.202 -3.386 -0.04 0.03 0.05
H -5.358 7.360 -2.430 0.02 -0.06 0.03
H -6.047 6.741 0.122 0.04 -0.04 -0.04
H -5.088 4.243 0.568 -0.01 0.06 -0.04
```
Forces are in eV/Å.

Values from the calculation:
- ΔE to the lowest compared entry with this formula, charge and spin: 166.3 kJ/mol
- E: -48800.3472 eV
- LUMO: -1.90 eV


Entry 2:
Computed, not measured: C17H20FNO4S as an isolated structure, with ωB97M-V with the def2-TZVPD basis set.

Structure (XYZ):
```
44
Properties=species:S:1:pos:R:3:forces:R:3
C -7.585 0.163 -1.230 -0.52 2.47 -1.58
C -6.015 0.550 -1.415 -5.22 0.35 8.62
C -5.103 -0.164 -0.515 -8.58 -8.56 2.08
C -4.973 -1.710 -1.027 3.86 2.98 -1.21
O -4.321 -2.700 -0.250 -1.07 1.17 0.48
C -3.035 -2.353 0.177 1.74 -0.99 -1.09
C -2.795 -1.656 1.617 11.25 3.78 -12.40
H -1.750 -1.807 1.718 0.55 -1.27 1.77
H -3.544 -1.757 2.070 -10.25 -1.65 8.00
O -2.710 -0.164 1.320 -1.52 2.53 0.52
C -1.688 0.686 0.908 1.64 -9.92 -0.60
C -1.716 1.928 0.485 7.28 -5.17 0.07
S 0.006 2.097 0.000 -2.32 9.10 -1.54
C 0.519 0.707 0.390 -3.06 -7.61 1.25
N -0.471 -0.180 0.618 -1.54 3.42 2.23
C 1.790 0.171 0.279 5.77 1.46 -3.38
C 2.872 0.952 -0.201 -8.06 6.72 1.26
C 4.106 0.646 -0.335 6.14 6.33 -3.32
C 4.627 -0.516 -0.246 -6.78 -5.75 4.89
C 3.503 -1.477 0.339 1.65 3.73 -3.53
C 2.179 -1.133 0.295 -2.17 -2.74 4.38
H 1.347 -1.729 0.854 1.77 0.00 -1.60
H 3.827 -2.432 0.455 0.79 -2.71 0.67
C 5.841 -1.089 -0.153 4.88 10.25 -4.80
O 6.218 -2.105 -0.315 1.83 -14.27 1.52
O 6.862 -0.211 -0.781 0.74 1.03 1.46
H 7.674 -0.810 -0.846 -1.76 1.14 0.15
F 5.075 1.781 -0.833 -2.96 -2.70 1.46
H 2.507 2.111 -0.326 1.66 -2.76 0.03
C -2.709 2.752 0.725 -4.03 5.10 -5.62
H -3.607 2.390 0.998 -2.77 -1.86 1.29
H -2.530 3.607 1.175 1.17 3.93 3.04
H -2.945 3.227 -0.315 -0.24 -0.52 1.12
H -2.520 -3.375 0.162 -0.26 1.38 0.46
H -2.569 -1.775 -0.704 -0.15 -0.40 1.67
H -5.942 -1.981 -1.123 -2.89 -1.31 -0.54
H -4.462 -1.634 -2.132 -1.03 -0.30 2.38
H -5.703 -0.290 0.776 1.83 0.58 -3.93
H -4.319 0.296 -0.384 8.25 4.30 1.46
H -5.943 0.576 -2.349 1.80 -0.03 -7.92
H -5.992 1.539 -0.989 -0.05 0.91 -0.49
H -7.924 -0.798 -1.376 0.37 -2.91 -1.60
H -8.337 0.753 -1.933 1.87 -0.72 1.39
H -8.044 0.138 -0.268 0.39 1.48 1.52
```
Forces are in eV/Å.

Values from the calculation:
- ΔE to the lowest compared entry with this formula, charge and spin: 1490.4 kJ/mol
- E: -41171.1602 eV
- LUMO: -1.37 eV


Entry 3:
Computed, not measured: C17H20IN5O3Sn as an isolated structure, with ωB97M-V with the def2-TZVPD basis set.

Structure (XYZ):
```
47
Properties=species:S:1:pos:R:3:forces:R:3
Sn -0.749 -0.294 1.786 -0.02 -0.03 -0.03
C -4.249 -2.935 0.492 0.00 0.00 0.00
C -3.353 -1.725 0.492 -0.01 0.00 0.00
O -2.176 -1.913 0.978 0.02 0.00 0.00
C -3.811 -0.536 -0.029 0.01 -0.01 0.01
C -3.032 0.629 -0.278 0.00 0.00 0.01
C -3.628 1.668 -1.185 0.00 0.00 0.00
N -1.829 0.822 0.207 0.00 0.00 0.00
N -1.181 1.960 -0.280 0.01 0.00 0.01
C -0.034 2.148 0.283 -0.01 0.01 0.01
O 0.469 1.401 1.228 -0.01 -0.01 -0.01
C 0.791 3.301 -0.165 -0.01 0.00 0.00
C 1.728 3.846 0.708 0.00 0.00 0.00
C 2.529 4.902 0.301 0.00 -0.01 0.00
C 2.410 5.409 -0.985 0.00 0.00 0.00
C 1.476 4.866 -1.860 0.00 0.00 0.00
C 0.663 3.821 -1.450 0.00 0.00 0.00
H -3.798 -3.715 -0.126 0.00 0.00 0.00
H -5.243 -2.714 0.111 0.00 0.00 0.00
H -4.325 -3.327 1.507 0.00 0.00 0.00
H -4.820 -0.522 -0.411 0.00 0.00 0.00
H -4.662 1.422 -1.415 0.00 0.00 0.00
H -3.053 1.721 -2.109 0.00 0.00 0.00
H -3.565 2.654 -0.729 0.00 0.00 0.00
H 1.829 3.423 1.699 0.00 0.00 0.00
H 3.257 5.321 0.985 0.00 0.00 0.00
H 3.046 6.223 -1.308 0.00 0.00 0.00
H 1.385 5.258 -2.865 0.00 0.00 0.00
H -0.068 3.388 -2.119 0.00 0.00 0.00
I 6.688 2.167 -1.640 0.00 0.00 0.00
C 5.143 1.180 -0.703 0.00 -0.01 -0.02
C 3.826 1.571 -0.645 0.00 -0.01 0.00
N 3.190 0.629 0.074 -0.01 -0.03 -0.08
N 4.004 -0.351 0.486 0.00 -0.01 -0.01
C 5.199 -0.026 0.017 0.00 0.02 0.02
H 3.318 2.430 -1.048 0.00 0.01 0.00
H 2.205 0.600 0.319 0.03 0.05 0.11
H 6.054 -0.653 0.211 0.00 0.00 0.00
C 2.072 -2.632 -0.990 -0.01 0.00 0.00
C 0.830 -2.346 -0.207 0.00 -0.02 0.00
N -0.031 -3.332 0.013 0.01 -0.01 0.00
O 0.635 -1.188 0.220 0.00 0.02 0.02
H 2.150 -3.676 -1.286 0.00 0.00 0.00
H 2.932 -2.334 -0.390 0.00 0.00 0.00
H 2.068 -2.001 -1.879 0.00 0.00 0.00
H 0.149 -4.247 -0.358 0.00 0.00 0.00
H -0.928 -3.110 0.454 -0.01 0.00 -0.02
```
Forces are in eV/Å.

Values from the calculation:
- ΔE to the lowest compared entry with this formula, charge and spin: 0.0 kJ/mol
- E: -45480.3052 eV
- LUMO: 0.32 eV


- Which of these has the highest E?
  C17H20FNO4S